Record 1
The following is a DFT calculation (the ωB97M-V functional and the def2-TZVPD basis) of C6H9F5MnO8SV2 as an isolated structure.

XYZ file:
```
32
Properties=species:S:1:pos:R:3:forces:R:3
O 19.35623 10.32586 -12.31428 -2.5 4.0 -2.4
V 18.66380 11.64408 -12.94914 1.4 -3.2 2.5
O 20.75411 15.60779 -11.38134 -1.8 -1.1 -1.5
V 19.55910 14.90809 -12.09924 -0.7 1.8 2.8
Mn 17.19420 15.15653 -14.63692 0.4 -0.4 1.4
F 19.80844 12.87253 -11.53669 -1.3 0.8 -2.4
F 17.91595 13.77752 -13.16254 1.0 -0.3 -0.4
C 18.78501 17.86022 -13.25438 -0.8 0.7 0.0
O 18.50182 16.45941 -13.34233 -0.1 -3.1 -0.2
H 19.00836 18.23883 -14.24904 0.5 0.1 0.1
H 17.91320 18.42776 -12.91015 -0.3 -0.4 -0.1
H 19.52837 18.09506 -12.49439 0.5 -0.3 -0.4
C 16.27540 11.23010 -16.91608 -1.0 0.4 0.5
F 17.55891 11.26554 -17.18615 0.5 0.0 -0.2
F 15.59361 12.06772 -17.67447 0.3 0.5 -0.1
F 15.76095 10.04623 -17.08122 0.4 -0.5 0.4
S 16.00264 11.81415 -15.12436 -2.1 -2.5 -0.1
O 16.08297 13.26594 -15.17070 1.1 2.5 0.1
O 14.74382 11.27407 -14.70159 1.2 0.8 -0.3
O 17.15095 11.20096 -14.37509 2.1 0.7 1.3
O 17.93565 15.27557 -10.62754 1.7 -1.0 -1.4
C 17.00079 15.58548 -9.91288 -0.9 1.2 1.2
O 16.63787 14.90490 -8.86525 1.0 -1.2 -0.6
C 15.62136 15.57230 -8.11477 -0.5 1.3 0.4
C 14.94512 16.53801 -9.11059 1.1 0.0 0.6
C 16.10997 16.80307 -10.07337 -0.1 -1.4 -1.2
H 16.13841 16.17088 -7.36147 0.0 -0.3 0.2
H 14.97630 14.84512 -7.63430 0.1 -0.1 -0.2
H 14.69542 17.45452 -8.58435 -0.6 -0.1 -0.1
H 14.10603 16.05924 -9.60535 -0.1 0.3 0.0
H 16.71412 17.70254 -9.97760 -0.2 0.1 0.1
H 15.79653 16.65408 -11.11263 -0.1 0.8 -0.1
```
Positions in Å, forces in eV/Å.

Properties
* highest occupied orbital energy (spin up / spin down): -17.28 / -17.23 eV
* charge: +2
* LUMO energy (spin up / spin down): -10.16 / -9.67 eV
* spin multiplicity: 8
* molecular weight: 493.01 u
* energy above the lowest of the compared OMol25 structures with the same formula, charge and spin: 0.0 kcal/mol

Löwdin charges in e: O -0.127; V 1.340; O -0.156; V 1.164; Mn 1.344; F -0.442; F -0.524; C -0.159; O -0.485; H 0.088; H 0.086; H 0.089; C -0.683; F 0.180; F 0.178; F 0.220; S 0.624; O -0.379; O -0.191; O -0.402; O 0.016; C -0.446; O 0.099; C -0.096; C -0.100; C -0.049; H 0.143; H 0.142; H 0.128; H 0.125; H 0.145; H 0.126

***

Record 2
The following is a DFT calculation (the ωB97M-V functional and the def2-TZVPD basis) of a single C6H9FN2 molecule.

XYZ file:
```
18
Properties=species:S:1:pos:R:3:forces:R:3
C -2.19253 0.28917 0.06401 1.1 2.6 -1.3
N -0.93203 -0.42271 -0.01588 -1.8 -1.2 0.6
C -1.16340 -1.84851 0.09557 0.4 -0.4 -3.1
C 0.25874 0.16695 -0.01122 4.1 -2.2 0.6
C 0.57490 1.48193 -0.02052 0.7 4.0 -0.4
C 2.00093 1.70979 0.00701 -2.6 -1.6 -0.4
N 2.61741 0.54899 -0.01041 1.0 -1.3 -0.2
C 1.87087 -0.58108 0.24120 -5.6 2.4 0.2
F 2.11668 -1.70264 -0.45015 0.7 -0.4 -0.5
H -2.99984 -0.37311 -0.17237 -0.3 -0.4 -0.1
H -2.41385 0.79853 1.02632 0.4 -0.2 -0.4
H -2.10402 1.05682 -0.79071 -0.7 -0.7 1.4
H -1.96947 -2.15710 -0.72809 1.7 0.4 1.7
H -0.19072 -2.33153 -0.15774 -1.0 -0.1 0.6
H -1.56830 -2.08514 1.05665 0.0 -0.5 0.7
H -0.05550 2.42943 -0.19236 0.6 -1.9 0.6
H 2.54773 2.58773 0.14379 0.5 1.3 0.1
H 3.60241 0.43247 -0.08509 0.7 0.2 0.1
```
Positions in Å, forces in eV/Å.

Properties
* SMILES string: CN(C)c1cc[nH]c1F
* highest occupied orbital energy (spin up / spin down): -6.71 / -6.71 eV
* LUMO energy (spin up / spin down): 0.96 / 0.96 eV
* molecular weight: 128.15 u
* energy above the lowest of the compared OMol25 structures with the same formula, charge and spin: 64.7 kcal/mol

Löwdin charges in e: C -0.069; N -0.234; C -0.058; C -0.151; C -0.089; C -0.120; N -0.007; C -0.183; F -0.006; H 0.060; H 0.098; H 0.112; H 0.124; H 0.086; H 0.073; H 0.119; H 0.095; H 0.148

***

Record 3
The following is a DFT calculation (the ωB97M-V functional and the def2-TZVPD basis) of an isolated ion of composition C6H9FN3 and charge +1.

XYZ file:
```
19
Properties=species:S:1:pos:R:3:forces:R:3
C 2.78940 1.19559 -0.76352 0.2 2.9 -0.2
N 2.05080 0.39556 -0.20076 0.8 -2.0 -0.7
C 0.89433 0.62906 0.38738 -3.4 1.6 1.1
C -0.18862 1.32376 -0.07641 0.9 -0.6 2.6
C -1.54950 1.09941 0.52769 0.9 -2.7 -2.2
F -2.52325 1.99947 0.49334 -0.2 1.8 0.2
C -2.10222 -0.03164 -0.43184 0.1 0.7 1.1
N -1.45201 -1.09676 -0.58032 -1.8 -0.2 0.0
C -0.34420 -1.66683 -0.21209 0.7 0.5 -1.8
N -0.27210 -2.74047 0.56528 1.1 2.1 -1.6
H 2.67950 2.27946 -0.82824 -0.5 0.1 0.3
H 3.66523 0.85954 -1.15609 2.4 -1.1 -1.4
H 0.91308 0.11073 1.32042 -0.8 -0.2 0.9
H -0.04849 1.93592 -0.90052 -0.2 0.9 -1.8
H -1.48706 0.59806 1.46095 0.2 0.0 1.4
H -3.11133 0.31116 -0.79069 1.0 -1.2 -0.6
H 0.54209 -1.31490 -0.80935 -0.6 -0.8 1.0
H 0.61813 -2.85779 0.97635 0.9 -0.9 0.4
H -1.07379 -3.02933 1.01841 -1.8 -0.8 1.3
```
Positions in Å, forces in eV/Å.

Properties
* SMILES string: C=N/C=C/[C@@H](F)/C=N\C=[NH2+]
* highest occupied orbital energy: -13.04 eV
* charge: +1
* LUMO energy: -4.23 eV
* molecular weight: 142.16 u
* energy above the lowest of the compared OMol25 structures with the same formula, charge and spin: 70.3 kcal/mol

Löwdin charges in e: C 0.038; N -0.006; C -0.219; C 0.017; C -0.301; F 0.066; C 0.058; N 0.147; C -0.157; N 0.232; H 0.111; H 0.059; H 0.126; H 0.107; H 0.148; H 0.172; H 0.165; H 0.128; H 0.110

***

Record 4
The following is a DFT calculation (the ωB97M-V functional and the def2-TZVPD basis) of a 2-piece molecular cluster, C6H9FNS overall.

XYZ file:
```
18
Properties=species:S:1:pos:R:3:forces:R:3
C -1.42856 1.26163 -0.79631 0.3 -3.3 1.9
C -2.76369 1.28501 -0.47544 -0.5 1.2 -1.3
C -1.89499 -0.82228 0.40812 0.0 1.5 -0.7
C -0.92177 -0.03968 -0.21155 -1.4 0.1 -0.8
C 1.52583 0.36934 0.01395 1.1 -3.2 0.4
C 0.43300 -0.55630 -0.49766 -0.9 -2.2 -4.0
N 2.39062 -0.47177 1.01837 1.1 -0.6 -1.1
F 0.55099 -1.87452 -0.03380 0.4 0.8 0.6
S -3.47627 -0.10051 0.28118 2.1 0.6 0.1
H -0.69722 1.88366 -1.34274 -1.3 0.1 0.3
H -3.47212 2.06320 -0.76736 0.3 -0.2 0.1
H -1.78501 -1.69430 1.02027 0.2 -0.5 -0.3
H 1.01585 1.15538 0.44295 -0.5 1.7 1.6
H 2.19343 0.72061 -0.69961 1.1 0.5 -1.4
H 0.56078 -1.04971 -2.16507 -0.1 1.8 3.8
H 1.87434 -1.37343 1.15054 0.6 0.3 -0.4
H 2.46444 -0.09271 1.93999 -0.1 0.8 0.8
H 3.43036 -0.66361 0.71414 -2.7 0.4 0.3
```
Positions in Å, forces in eV/Å.

Properties
* highest occupied orbital energy: -12.30 eV
* charge: +1
* LUMO energy: -4.11 eV
* molecular weight: 146.21 u
* energy above the lowest of the compared OMol25 structures with the same formula, charge and spin: 61.9 kcal/mol

Löwdin charges in e: C -0.080; C -0.414; C -0.336; C -0.333; C -0.037; C -0.279; N 0.207; F -0.055; S 1.036; H 0.122; H 0.075; H 0.071; H 0.104; H 0.110; H 0.274; H 0.156; H 0.148; H 0.230

***

Record 5
The following is a DFT calculation (the ωB97M-V functional and the def2-TZVPD basis) of C6H9FS as an isolated structure.

XYZ file:
```
17
Properties=species:S:1:pos:R:3:forces:R:3
C 0.74413 0.92008 -0.42404 -1.1 -1.3 0.8
C -0.80154 0.93048 -0.20532 -0.2 0.5 1.9
C -1.22524 -0.43758 -0.94943 -0.2 1.6 1.6
C -0.11781 -1.36205 -0.43160 -0.2 -2.4 -1.2
C 0.61856 -0.39586 0.38498 -0.9 0.1 2.8
C -0.57131 0.35059 1.24870 2.3 -0.9 0.9
H 2.76650 0.77538 0.45114 -1.1 2.6 0.3
H 0.99501 0.83134 -1.44211 0.5 -0.3 -1.4
H -1.31885 1.92661 -0.28745 0.1 -1.4 -0.4
H -1.17372 -0.19328 -1.99127 -0.4 -0.6 -0.7
H -2.16485 -0.83840 -0.53474 0.0 0.7 -0.8
H 0.44585 -1.79772 -1.26545 0.3 0.4 0.0
H -0.44658 -2.31961 0.09627 0.1 1.6 -0.2
H 0.02967 0.96747 2.07373 -1.8 -0.9 -2.0
H -1.32304 -0.36647 1.73416 0.9 1.2 -0.8
F 1.65541 -0.97444 1.13038 -0.2 0.7 -0.8
S 1.88782 1.98345 0.41203 1.9 -1.7 0.1
```
Positions in Å, forces in eV/Å.

Properties
* highest occupied orbital energy: -9.06 eV
* LUMO energy: 0.84 eV
* molecular weight: 132.20 u
* energy above the lowest of the compared OMol25 structures with the same formula, charge and spin: 49.3 kcal/mol

Löwdin charges in e: C -0.619; C -0.233; C -0.109; C -0.153; C -0.514; C -0.061; H -0.006; H 0.082; H 0.145; H 0.102; H 0.117; H 0.118; H 0.145; H 0.122; H 0.124; F -0.018; S 0.758

***

Record 6
The following is a DFT calculation (the ωB97M-V functional and the def2-TZVPD basis) of a 2-piece molecular cluster, C6H9I overall.

XYZ file:
```
16
Properties=species:S:1:pos:R:3:forces:R:3
C -1.38180 1.63931 1.46411 -0.5 -1.3 5.2
C 0.25626 -1.70486 -0.25810 -0.7 -0.2 0.7
C -0.92611 1.57797 0.27987 2.3 -1.7 -2.0
C 0.59781 -0.46190 -0.01921 -0.7 1.9 1.0
C 1.07546 -2.94243 -0.44319 0.7 1.5 1.7
C -0.57004 2.34503 -0.94517 0.9 -0.2 1.7
I 2.50971 0.13268 0.77969 -0.7 -0.2 -0.7
H -1.76398 2.51374 2.03955 0.0 -0.1 -1.2
H -1.30537 0.80527 2.33473 0.0 1.4 -2.6
H -0.81019 -2.00579 -0.22693 0.3 0.9 -0.5
H 0.92218 -3.12797 -1.44211 -0.2 -1.3 -2.4
H 2.15109 -2.82300 -0.27722 -0.3 0.0 0.2
H 0.61715 -3.67996 0.18510 0.2 -0.8 0.2
H -0.81558 3.37909 -0.76685 -0.7 0.6 -0.1
H -1.12312 1.93834 -1.79657 0.8 0.2 -0.2
H 0.56653 2.41447 -0.90768 -1.3 -0.7 -1.0
```
Positions in Å, forces in eV/Å.

Properties
* highest occupied orbital energy (spin up / spin down): -8.10 / -7.91 eV
* LUMO energy (spin up / spin down): -0.05 / -0.51 eV
* molecular weight: 208.04 u
* energy above the lowest of the compared OMol25 structures with the same formula, charge and spin: 104.1 kcal/mol

Löwdin charges in e: C -0.058; C -0.364; C -0.177; C -0.542; C -0.121; C -0.111; I 0.669; H 0.070; H 0.118; H 0.106; H 0.044; H 0.056; H 0.072; H 0.067; H 0.083; H 0.088

***

Number 1: largest force on an atom 5.26 eV Å⁻¹. Number 2: largest force on an atom 6.10 eV Å⁻¹. Number 3: largest force on an atom 3.88 eV Å⁻¹. Number 4: largest force on an atom 4.63 eV Å⁻¹. Number 5: largest force on an atom 2.97 eV Å⁻¹. Number 6: largest force on an atom 5.35 eV Å⁻¹.